# 1
The following is a DFT calculation (ωB97M-V with the def2-TZVPD basis set) of a molecular structure, C27H91AlN37O23P in a non-equilibrium geometry.

```
180
Properties=species:S:1:pos:R:3:forces:R:3:lowdin_charge:R:1
Al -1.37792 0.66854 -2.99712 -0.3 -1.9 2.2 1.517
P 0.31539 -0.98270 -0.55825 -0.4 1.0 -2.0 0.151
O -1.03447 -1.57713 -1.03232 0.4 -0.7 1.3 -0.367
O 0.97307 -0.76929 -1.96629 1.4 0.5 -0.5 -0.387
O 1.28966 -1.72755 0.47237 -2.5 1.5 -2.0 -0.421
O -0.07188 0.43024 -0.12971 0.6 0.0 0.8 -0.426
C 1.56812 3.16515 4.65623 0.6 -0.9 -0.4 -0.056
C 0.53261 4.28146 4.78489 0.9 -1.3 0.8 -0.451
C 0.74236 4.77955 6.30832 0.0 1.3 -1.4 -0.087
C 0.23666 6.22541 6.56442 0.4 -0.8 0.0 -0.184
C 0.67033 7.18013 5.48387 1.9 -0.4 -0.6 -0.165
C 0.57239 6.69927 3.98745 -2.9 1.5 1.7 -0.490
N 0.94392 5.30170 3.80287 1.4 1.4 0.6 -0.076
O 0.79709 4.93478 2.40818 -0.7 0.1 1.4 -0.014
C -0.93707 6.87021 3.74426 -1.4 -0.1 -1.4 -0.046
C 1.34197 7.72468 3.17267 1.3 -1.2 -0.8 -0.040
C -0.88351 3.72340 4.56213 -0.3 1.1 0.8 -0.010
H 2.59385 3.51642 4.54406 -0.1 0.6 -0.1 0.090
H 1.38863 2.52488 3.79256 -0.2 0.0 -0.1 0.057
H 1.64154 2.49163 5.51009 -0.6 0.0 0.1 0.081
H 0.37476 4.06377 7.04359 -0.5 -0.1 -0.4 0.115
H 1.81758 4.76621 6.48673 0.2 0.2 -0.2 0.110
H 0.67702 6.62764 7.47677 -0.2 -0.3 0.3 0.109
H -0.84556 6.26845 6.68719 -0.1 -0.2 0.0 0.102
H 1.72400 7.45225 5.54561 0.4 -0.4 0.7 0.112
H 0.20458 8.14195 5.69858 -0.5 0.0 -0.8 0.122
H -1.56746 6.94240 4.63053 0.2 -0.4 0.2 0.077
H -1.28538 7.71318 3.14744 0.7 0.6 0.0 0.081
H -1.31271 6.05053 3.13180 -0.1 -0.3 0.2 0.051
H 1.41714 8.72353 3.60251 -0.8 0.0 -0.1 0.088
H 2.38942 7.42676 3.12594 0.2 -0.3 0.1 0.085
H 1.01712 7.68113 2.13312 -0.2 0.5 0.0 0.080
H -1.52339 4.59759 4.68223 -0.5 -0.2 -0.2 0.067
H -1.18956 3.03795 5.35246 0.3 -0.3 -0.1 0.078
H -1.08909 3.26146 3.59650 0.2 0.0 0.1 0.058
H 1.71153 4.87953 2.12120 0.2 -0.3 -0.2 0.109
C 1.46491 0.79850 -6.18690 0.0 -0.5 4.2 -0.847
O 0.55880 0.52589 -5.41255 -1.0 -1.1 1.2 0.001
N 1.31948 1.33905 -7.29031 -3.3 3.7 -7.2 0.200
N 2.74654 0.63373 -6.05230 5.0 -2.0 3.6 0.183
H 0.36738 1.33861 -7.62738 0.3 0.7 -0.6 0.149
H 2.15260 1.53483 -7.82670 -1.0 -0.1 -0.7 0.138
H 3.09555 0.08084 -5.28249 -0.1 0.4 0.0 0.106
H 3.44454 1.20050 -6.51238 -0.3 -0.4 0.0 0.130
C -3.68418 0.59273 0.20792 -0.7 1.9 2.9 -0.712
O -3.67154 0.55938 -0.98144 0.0 -0.6 -4.9 0.068
N -4.69920 1.05691 0.96693 -2.3 0.2 -0.3 0.197
N -2.63381 0.41107 0.94953 1.8 -1.0 1.3 0.207
H -5.59562 1.24108 0.53961 0.2 -0.1 0.0 0.110
H -4.65591 0.99491 1.97409 0.1 0.0 0.1 0.072
H -2.74471 0.76786 1.88788 0.6 -0.2 0.3 0.069
H -1.78449 0.07494 0.51852 0.3 0.4 0.1 0.055
C -3.98502 -2.23285 -2.73809 2.5 1.3 1.7 -0.745
O -3.82687 -1.09317 -3.21349 0.3 0.3 -0.6 0.009
N -4.99866 -2.98714 -2.96421 -4.9 -1.4 -3.5 0.167
N -3.24829 -2.78950 -1.81086 2.0 -0.1 1.8 0.199
H -5.17270 -3.92143 -2.62231 0.3 0.5 0.0 0.131
H -5.59542 -2.61948 -3.69140 -0.3 -0.5 0.0 0.134
H -3.41615 -3.72012 -1.45610 0.1 0.3 -0.2 0.097
H -2.49257 -2.26738 -1.39088 0.6 0.0 -0.1 0.028
C 4.43337 -1.07176 -1.59794 5.4 2.2 4.7 -0.751
O 5.63834 -0.74691 -1.59643 -0.8 -0.1 -1.1 -0.007
N 3.77058 -1.10897 -0.44262 -2.0 -0.7 0.9 0.196
N 3.74054 -1.39655 -2.62592 -2.5 -1.5 -3.9 0.149
H 2.81568 -1.43723 -0.46501 0.2 0.3 0.2 0.019
H 4.00405 -0.76463 0.47772 0.9 0.1 -0.8 0.102
H 2.74881 -1.46137 -2.44603 -0.4 0.3 -0.7 0.063
H 4.09529 -1.20173 -3.55127 0.0 -0.2 0.3 0.129
C 2.07001 -2.30399 -8.11908 3.4 -0.1 -0.8 -0.734
O 3.21563 -1.84615 -8.25952 -1.6 0.5 0.3 0.009
N 1.10939 -2.01861 -7.29254 -1.7 2.9 3.5 0.186
N 1.63337 -3.34729 -8.80089 -0.2 -3.0 -2.8 0.136
H 1.18318 -1.19305 -6.71539 -0.3 -0.8 0.4 0.070
H 0.38236 -2.70327 -7.14161 0.1 0.8 0.4 0.103
H 1.93140 -3.38261 -9.76527 -0.1 -0.5 0.2 0.118
H 0.69373 -3.62394 -8.55465 0.3 -0.3 -1.1 0.095
C -1.93643 -3.26049 1.98963 -0.4 -2.7 4.0 -0.792
O -2.53997 -3.96613 2.80085 0.5 -0.2 0.0 0.022
N -2.46032 -2.46733 1.17013 -4.0 3.4 -4.0 0.160
N -0.64380 -2.99175 1.94570 2.9 -2.0 2.7 0.171
H -3.45644 -2.43104 1.00725 0.5 0.1 -0.3 0.129
H -1.71782 -2.00846 0.66195 -1.8 0.7 -1.3 0.046
H -0.17509 -2.51175 1.19071 0.3 -0.6 0.4 0.027
H -0.17229 -3.55374 2.63992 0.7 0.2 -0.5 0.114
C 0.52852 -0.17413 3.62450 -1.0 2.5 3.4 -0.793
O 0.36214 0.24820 4.77013 -0.5 -0.3 1.0 0.001
N 1.43330 -1.04457 3.35022 3.4 -3.3 0.3 0.184
N -0.04671 0.34260 2.59999 -2.2 1.4 -3.8 0.214
H 1.53716 -1.51135 2.46059 0.0 0.1 0.2 0.056
H 1.91478 -1.30121 4.20016 0.3 -0.5 -0.5 0.123
H -0.82600 0.98501 2.61097 0.4 -0.2 0.6 0.087
H 0.21709 0.00476 1.68545 -0.4 0.3 -0.1 0.040
C 2.73668 -4.76789 0.94456 0.8 -2.2 2.3 -0.819
O 3.24732 -5.84265 1.10097 1.1 -1.8 0.3 0.078
N 2.61916 -4.10795 -0.11961 0.7 2.5 -8.2 0.166
N 2.16610 -4.03105 1.85551 -1.7 1.6 5.2 0.161
H 3.15422 -4.36003 -0.93831 -0.2 -0.3 0.1 0.109
H 2.19420 -3.19177 -0.13022 0.1 -0.2 0.0 0.053
H 1.70127 -3.18346 1.56289 0.2 -0.3 0.4 0.033
H 2.18387 -4.31053 2.82592 -0.4 -0.1 -0.3 0.103
C 4.71257 -5.05403 5.08711 -0.9 0.5 0.1 -0.762
O 5.11318 -6.09042 4.67997 1.1 -2.3 -0.9 0.087
N 4.76872 -4.60759 6.33203 0.2 0.9 2.6 0.149
N 4.06878 -4.13434 4.34428 -1.1 1.4 -2.7 0.139
H 4.43732 -3.65641 6.40632 0.4 -0.4 1.0 0.096
H 5.05210 -5.17127 7.12075 -0.1 0.3 -0.3 0.117
H 3.51002 -3.37191 4.70005 0.3 -0.4 0.1 0.087
H 4.01248 -4.26882 3.34486 0.2 -0.2 0.2 0.077
C 3.23604 2.03155 1.09980 0.0 3.4 -4.0 -0.778
O 4.16198 2.82045 1.03319 1.0 0.6 0.8 0.021
N 3.15313 0.94710 1.74444 0.9 -4.8 4.1 0.182
N 2.16714 2.16130 0.30405 -1.9 1.4 -1.8 0.184
H 3.95168 0.67423 2.29937 -0.4 -0.1 0.2 0.138
H 2.33449 0.36032 1.66954 0.5 0.1 0.3 0.068
H 1.45893 1.45166 0.18175 0.0 -0.1 0.1 0.039
H 2.22614 2.77902 -0.49284 0.2 0.1 0.5 0.090
C 3.79076 -5.09231 -3.74839 -1.5 1.8 1.3 -0.694
O 2.55731 -4.98806 -3.78185 -0.2 -0.4 -0.8 -0.009
N 4.53042 -4.19118 -3.10260 0.4 -0.3 0.2 0.182
N 4.50197 -6.04748 -4.28643 0.5 -2.2 -1.5 0.180
H 4.04039 -3.37197 -2.77266 0.9 0.3 0.2 0.064
H 5.51288 -4.42538 -3.10020 -0.1 1.3 0.5 0.121
H 3.97955 -6.68138 -4.87409 0.6 -0.3 0.3 0.126
H 5.41732 -6.23787 -3.90435 -0.3 -0.4 -0.6 0.121
C 2.32429 2.64021 -3.00523 -1.5 -0.8 0.3 -0.733
O 1.10909 2.90262 -3.01496 -0.6 -0.8 0.2 0.002
N 3.21469 3.57650 -3.15738 2.4 3.1 -0.8 0.181
N 2.88358 1.45626 -2.78599 -0.3 -2.1 -0.1 0.192
H 2.95821 4.55214 -3.20673 -0.1 -0.4 -0.1 0.126
H 4.19531 3.34381 -3.22339 -0.2 0.2 0.3 0.120
H 2.30269 0.66787 -2.53878 -0.3 -0.1 0.1 0.057
H 3.86400 1.25649 -2.92372 -0.1 0.4 0.3 0.109
C -0.44924 -3.01743 -4.13111 2.2 2.3 -0.6 -0.740
O -1.18658 -2.08312 -4.39829 -2.0 1.9 0.6 0.026
N 0.69586 -2.96700 -3.48498 1.1 0.6 1.9 0.186
N -0.48562 -4.13869 -4.78242 -1.6 -4.3 -2.4 0.174
H 0.90918 -2.19525 -2.86936 -0.3 0.5 0.2 0.031
H 1.33244 -3.74778 -3.55748 0.4 0.0 0.1 0.040
H 0.31114 -4.75080 -4.67951 -0.3 -0.3 -0.3 0.105
H -1.15985 -4.30313 -5.51623 0.1 0.0 0.3 0.127
C -7.46829 -0.88575 -0.86724 -3.1 0.3 3.4 -0.899
O -7.92822 -0.19171 -1.67654 -2.6 3.5 -5.3 0.094
N -8.10358 -1.17233 0.24230 -2.5 -1.3 4.4 0.163
N -6.30843 -1.34246 -0.87585 7.2 -2.4 -1.7 0.196
H -9.06316 -0.92483 0.43736 0.4 0.2 -0.4 0.116
H -7.58215 -1.56823 1.01136 -0.4 0.0 -0.1 0.102
H -5.87755 -1.93624 -0.18169 -0.2 0.1 -0.5 0.126
H -5.92863 -1.22458 -1.80426 1.0 -0.1 0.5 0.098
C -1.58346 3.52398 0.11180 2.4 -6.1 -1.4 -0.820
O -1.95189 3.00097 -0.91250 -2.4 -1.1 -4.7 0.019
N -0.78080 2.84083 0.83923 2.6 -3.1 3.0 0.213
N -1.82609 4.63040 0.54770 -2.9 8.9 2.2 0.247
H -0.49189 3.10213 1.77108 0.3 0.2 -0.4 0.077
H -0.60380 1.90053 0.51578 0.3 -0.1 0.1 0.035
H -1.27392 4.87916 1.35600 -0.4 1.1 -0.1 0.102
H -2.39129 5.22984 -0.03653 0.3 0.5 0.7 0.147
C -1.19130 -5.61798 -0.85948 1.9 0.0 1.5 -0.736
O -1.51777 -6.15798 0.19036 -0.1 0.4 -0.2 0.040
N -0.00377 -5.03589 -1.10414 1.7 0.3 1.4 0.192
N -1.94950 -5.55752 -1.92522 -2.9 -0.6 -1.7 0.148
H 0.59149 -4.90116 -0.29939 0.0 -0.2 -0.4 0.075
H 0.26264 -4.54453 -1.94537 -0.4 -0.1 0.3 0.061
H -2.87008 -5.89866 -1.68807 -0.1 0.0 -1.0 0.113
H -1.64819 -5.10010 -2.77381 -0.6 -0.2 0.1 0.081
C -4.53946 3.06627 -3.34568 3.0 -1.3 2.0 -0.730
O -3.89291 2.05156 -3.62940 0.6 -1.2 -1.1 0.007
N -5.25623 3.80620 -4.08453 -4.5 2.5 -6.0 0.181
N -4.41900 3.66971 -2.20381 0.9 0.9 4.5 0.187
H -5.67014 3.53656 -4.96548 0.4 -0.5 0.1 0.132
H -5.60533 4.71031 -3.80025 0.3 -0.4 0.3 0.124
H -5.00421 4.44003 -1.91355 0.2 -0.4 -0.2 0.121
H -3.69894 3.36750 -1.56328 0.3 -0.2 0.2 0.066
C -3.05843 0.33677 4.39391 0.1 0.9 2.0 -0.725
O -3.55772 1.17823 3.68329 -0.7 1.7 -1.7 0.011
N -2.69001 -0.85214 4.01015 0.8 -2.5 -0.8 0.208
N -2.85833 0.49139 5.72611 0.2 -0.3 1.6 0.170
H -2.63395 -1.10193 3.03313 -0.1 -0.2 0.1 0.079
H -2.23617 -1.42030 4.71109 0.0 -0.4 -0.8 0.122
H -2.82425 1.34493 6.26499 -0.2 0.0 -0.8 0.107
H -2.33391 -0.27101 6.13089 0.0 0.5 0.3 0.097
```
Positions in Å, forces in eV/Å.

Summary:
Multiplicity: 1
Energy: -147593.4725 eV

=====

# 2
The following is a DFT calculation (ωB97M-V with the def2-TZVPD basis set) of 5 unconnected molecules or ions with the total composition C12H35NO9 in a non-equilibrium geometry.

```
57
Properties=species:S:1:pos:R:3:forces:R:3:nbo_charge:R:1
C -0.65811 -12.67965 5.58935 0.5 -0.1 0.5 -0.633
C -1.20815 -12.92166 6.98351 -0.9 1.3 0.7 -0.081
C -0.09439 -12.80757 8.02303 0.5 -0.1 -0.3 -0.069
O -0.53574 -13.17313 9.31161 -0.1 0.1 0.1 -0.544
C -0.27556 -14.51479 9.62722 0.6 -0.5 0.1 -0.248
N -2.13477 -11.79575 7.31507 1.1 -0.4 -0.4 -0.873
H -1.31248 -12.94852 4.76261 -0.2 0.0 0.1 0.227
H 0.28620 -13.22528 5.50983 -0.1 0.0 -0.3 0.206
H -0.43395 -11.61028 5.55208 0.0 0.0 -0.3 0.215
H -1.77645 -13.84804 7.12476 0.5 -0.4 -0.3 0.180
H 0.22471 -11.76470 8.08654 -0.2 0.1 -0.1 0.192
H 0.81238 -13.35132 7.71127 -0.2 -0.3 0.2 0.163
H 0.79067 -14.67813 9.84939 0.0 0.1 -0.2 0.169
H -0.52983 -15.19980 8.81019 -0.2 0.0 0.0 0.161
H -0.80518 -14.80256 10.53345 -0.3 0.2 -0.1 0.192
H -2.74540 -11.60446 6.53714 -0.6 -0.1 0.3 0.369
H -2.56426 -11.95012 8.21398 -0.5 0.0 -0.2 0.374
C -0.55328 -8.87946 8.38894 -0.5 0.2 1.8 -0.100
C 0.10522 -8.85502 7.05797 0.7 0.5 0.0 -0.085
O 1.20515 -7.92817 7.05802 -0.1 0.0 0.0 -0.731
O -1.34257 -7.71457 8.66257 0.1 0.2 -0.7 -0.729
H 0.20654 -8.93367 9.18274 0.3 -0.1 -0.3 0.165
H -1.18007 -9.76293 8.51435 0.1 -0.1 -0.5 0.195
H -0.59150 -8.58004 6.26586 -0.1 -0.3 0.0 0.181
H 0.55149 -9.84341 6.91842 -0.4 -0.1 -0.3 0.165
H 1.16984 -7.41770 6.24642 0.0 0.1 0.1 0.470
H -1.81393 -7.85604 9.48686 0.0 0.0 0.0 0.467
C 3.36340 -12.77811 3.50539 0.0 1.6 -0.4 -0.097
C 3.04452 -11.82142 4.61981 0.3 1.0 1.7 -0.101
O 3.82381 -10.61806 4.44543 0.0 -0.3 -0.3 -0.742
O 4.51113 -13.54204 3.79728 -0.3 -0.6 0.0 -0.709
H 3.59051 -12.11801 2.65647 -0.2 -0.2 -0.2 0.177
H 2.47145 -13.34070 3.24535 0.4 -0.8 0.1 0.189
H 3.36464 -12.24935 5.58092 -0.1 -0.4 -0.2 0.167
H 2.00878 -11.51777 4.80464 -0.2 -0.4 -0.7 0.170
H 3.59223 -10.01158 5.15484 0.1 0.0 0.0 0.473
H 5.22636 -12.91740 3.95465 0.0 0.0 0.0 0.472
C -5.52182 -15.51532 2.71178 -0.2 0.2 -0.1 -0.081
C -4.42110 -14.63499 2.14256 -0.5 -0.1 0.2 -0.081
O -3.47696 -14.27888 3.14464 0.1 -0.1 -0.2 -0.722
O -6.59432 -15.48984 1.76605 0.2 -0.2 0.1 -0.726
H -5.86573 -15.11989 3.67040 0.1 0.0 0.1 0.167
H -5.13099 -16.52656 2.85687 -0.1 0.0 0.1 0.155
H -4.89237 -13.72381 1.77681 0.1 0.1 -0.1 0.182
H -3.99789 -15.18905 1.30244 0.3 0.3 -0.1 0.166
H -2.70524 -14.84027 3.04453 0.0 0.0 0.1 0.469
H -7.02242 -16.34794 1.76017 -0.1 0.0 0.0 0.473
C 1.21466 -16.44487 5.71936 -0.2 -0.4 0.7 -0.078
C 0.38209 -17.35032 6.59890 -0.3 0.0 0.6 -0.085
O 1.13111 -17.72994 7.75162 0.1 0.0 -0.2 -0.733
O 2.36996 -17.05477 5.20317 0.0 -0.1 -0.4 -0.713
H 1.47546 -15.57166 6.32939 -0.1 0.2 -0.3 0.163
H 0.54154 -16.17954 4.90207 0.4 0.3 -0.2 0.175
H 0.00593 -18.22553 6.06067 0.2 0.0 -0.1 0.168
H -0.49506 -16.76907 6.92587 0.0 0.0 -0.2 0.153
H 0.72281 -18.50419 8.14709 0.0 0.0 0.0 0.474
H 3.06781 -17.05010 5.86337 -0.1 0.0 0.1 0.479
```
Positions in Å, forces in eV/Å.

Summary:
ΔE to the lowest compared entry with this formula, charge and spin: 0.607 eV
SMILES: COC[C@H](C)N.OCCO.OCCO.OCCO.OCCO
Multiplicity: 1
Energy: -32925.6855 eV